[1]
Below is a structure of composition C13H23Br2CrN3O5 at a distorted geometry, with properties calculated with the ωB97M-V functional and the def2-TZVPD basis.

```
! wB97M-V def2-TZVPD RIJCOSX def2/J DEFGRID3
* xyz 1 2
Br -0.0780 -3.3599 -3.4296
Br -1.8389 -2.5292 -0.8134
Cr 0.2373 -0.9276 -0.1850
O 2.5154 -0.5836 3.0557
O 0.8345 1.1669 -3.5067
O 1.3682 -2.8426 -0.3617
O 0.8947 -1.0937 1.5910
O 0.0443 -0.2543 -1.9642
N -2.7244 2.2656 1.6193
N 2.1670 -0.1790 -0.4948
N -1.1260 0.5724 0.5766
C -2.9706 2.1949 0.1895
C 2.9280 -1.2734 -1.1471
C -1.3605 2.6933 1.8642
C -2.0682 1.0968 -0.4458
C -2.9479 0.9669 2.2300
C -1.9089 -0.0525 1.6802
C -1.7416 -2.7002 -2.7819
C -0.3741 1.7151 1.1560
C 2.0353 -0.5584 1.9564
C 0.9043 0.6173 -2.4430
C 2.0493 0.9328 -1.4568
C 2.7553 0.1877 0.8080
C 2.7779 -2.5672 -0.3838
H -1.2069 -0.3658 2.4508
H -2.5190 -3.4072 -3.0417
H 0.3448 1.3304 1.8764
H -1.1840 2.7036 2.9397
H -2.6749 0.2685 -0.8095
H -2.4207 -0.9391 1.3059
H 3.3114 -3.3640 -0.9034
H 2.5242 -1.4225 -2.1499
H -2.7593 3.1696 -0.2500
H -1.2325 3.7084 1.4887
H -2.8550 1.0628 3.3112
H 3.9831 -1.0028 -1.2348
H 1.7925 1.8556 -0.9387
H -1.9277 -1.7135 -3.1870
H 2.9668 1.1067 -2.0211
H 3.1666 -2.4776 0.6335
H 3.8225 -0.0288 0.8663
H -3.9635 0.6433 2.0019
H 1.1990 -3.5613 0.2592
H -1.4969 1.4983 -1.2800
H 0.1517 2.2271 0.3495
H -4.0231 1.9670 0.0229
H 2.6284 1.2529 0.9973
*
```

LUMO energy (spin up / spin down), eV: -4.69 / -4.13
Energy above the lowest of the compared OMol25 structures with the same formula, charge and spin, kcal/mol: 10.4

---

[2]
Below is a structure of composition C13H23ClIIrOP2 at a distorted geometry, with properties calculated with the ωB97M-V functional and the def2-TZVPD basis.

```
! wB97M-V def2-TZVPD RIJCOSX def2/J DEFGRID3
* xyz 3 6
Ir 0.8336 0.6644 -0.1073
I 1.5440 2.9441 0.7619
Cl 0.6224 0.2543 2.2457
P -1.5135 0.8568 -0.0179
P 2.7000 -0.7554 0.0746
O 0.6603 0.0587 -3.0627
C -3.8308 -2.1093 1.6897
C 0.7549 0.3380 -1.9259
C 3.9531 0.1093 1.0622
C -3.1868 -2.8651 -0.5237
C 1.9639 4.3236 -0.9048
C -3.8907 -3.0710 0.6760
C 2.3210 -2.3418 0.8953
C -2.2354 1.4989 -1.5557
C -2.0648 2.0168 1.2669
C 3.5018 -1.2169 -1.5015
C -3.0669 -0.9418 1.5139
C -2.4381 -1.6979 -0.7060
C -2.3984 -0.7212 0.2997
H 3.2525 -2.8914 1.0979
H -4.3705 -2.2557 2.6134
H 2.8834 4.0208 -1.4137
H -3.1606 2.0253 1.2557
H -3.2678 1.8191 -1.3827
H 2.0989 5.2599 -0.3623
H 4.4964 -1.6464 -1.3053
H -2.1995 0.7332 -2.3382
H 4.1202 1.1095 0.6448
H -1.6641 3.0181 1.0664
H -3.0133 -0.2125 2.3137
H 1.1280 4.3727 -1.6097
H -1.7126 1.6770 2.2442
H 3.5882 0.2142 2.0894
H 2.8708 -1.9536 -2.0191
H -3.2190 -3.6135 -1.3147
H 3.6035 -0.3268 -2.1377
H -4.4879 -3.9720 0.8057
H -1.8855 -1.5413 -1.6457
H 1.7840 -2.1423 1.8322
H -1.6449 2.3577 -1.8931
H 1.6791 -2.9404 0.2322
H 4.8911 -0.4562 1.0464
*
```

LUMO energy (spin up / spin down), eV: -9.99 / -14.07
Energy above the lowest of the compared OMol25 structures with the same formula, charge and spin, kcal/mol: 0.0

---

[3]
Below is a structure of composition C13H23ClILaOP2 at a distorted geometry, with properties calculated with the ωB97M-V functional and the def2-TZVPD basis.

```
! wB97M-V def2-TZVPD RIJCOSX def2/J DEFGRID3
* xyz 2 1
La -0.9116 2.3809 2.1050
I -0.1598 -2.0579 -0.0775
Cl 1.0749 0.8076 3.0099
P -1.0218 1.2448 -1.4700
P 2.1542 -2.8185 0.6933
O 0.1468 -0.5012 -3.2604
C -2.3213 3.2532 0.1571
C -3.3472 2.8880 2.3436
C -3.2523 1.4921 2.1389
C -2.5947 0.9764 1.0033
C 0.4123 0.0441 -2.1904
C 1.7200 -0.0965 -1.4564
C -2.8835 3.7738 1.3469
C -2.0364 1.8699 0.0154
C 1.6287 -3.7566 2.1440
C 3.7864 -2.1958 1.1803
C -0.2750 2.7780 -2.1190
C 2.5453 -4.0688 -0.5581
C -2.4015 0.8504 -2.6002
H 2.2275 -1.0257 -1.7336
H 1.5665 0.0137 -0.3754
H 0.6631 2.5282 -2.6473
H 3.6728 -1.4853 2.0120
H 0.6986 -4.2910 1.9290
H -3.7609 3.3068 3.2636
H -3.1922 0.3302 -2.0370
H 4.2991 -1.7168 0.3338
H 2.3899 0.7188 -1.7588
H -0.9647 3.2828 -2.8129
H -2.0873 3.9615 -0.6403
H 3.3627 -4.6795 -0.1420
H 4.3798 -3.0676 1.5100
H 2.8911 -3.5695 -1.4761
H -2.8137 1.7673 -3.0432
H 1.4641 -3.0458 2.9636
H 2.4262 -4.4591 2.4119
H -3.6760 0.8489 2.9130
H -2.5009 -0.1015 0.8762
H -0.0293 3.4709 -1.2933
H -2.0389 0.1815 -3.3952
H 1.6717 -4.6907 -0.7745
H -2.9127 4.8581 1.5108
*
```

LUMO energy, eV: -8.27
Energy above the lowest of the compared OMol25 structures with the same formula, charge and spin, kcal/mol: 44.9

---

[4]
Below is a structure of composition C13H23FOTa at a distorted geometry, with properties calculated with the ωB97M-V functional and the def2-TZVPD basis.

```
! wB97M-V def2-TZVPD RIJCOSX def2/J DEFGRID3
* xyz -1 1
Ta 1.0077 1.3121 0.3021
F 3.6746 2.1169 1.6136
O 1.4256 -0.4158 -0.8204
C -1.4178 -4.4845 -1.8560
C -3.4170 2.2544 -2.2035
C -3.4103 1.2153 -1.1940
C -0.0295 -2.2475 -1.5635
C 0.7866 -1.6173 -0.3502
C 3.2754 1.2421 4.3539
C 2.8225 0.9709 1.7522
C -0.9526 1.7618 -0.8894
C -1.2713 -3.1075 -1.0884
C -2.1310 0.9653 -0.5158
C -2.2626 3.0333 -2.5981
C -0.9873 2.7896 -1.9256
C 2.2305 0.8989 3.2166
H 1.7076 -0.0799 3.3417
H -2.2988 3.8364 -3.3622
H -2.0331 0.2025 0.2933
H 2.9265 0.7104 5.2856
H 3.1486 2.3347 4.5866
H -0.0285 0.4331 1.5568
H 3.3515 0.0075 1.4931
H 1.5997 -2.3481 -0.0719
H 0.6991 2.8777 1.2511
H 0.6370 -2.9318 -2.1593
H -4.3816 2.4906 -2.7166
H 4.3306 0.9954 4.0910
H -2.1919 -2.5149 -1.3305
H -0.3229 -1.4130 -2.2568
H -0.4463 -4.9329 -2.1689
H 0.0982 -1.4861 0.5195
H 1.4239 1.6833 3.2583
H -1.9720 -5.1949 -1.1787
H -2.0915 -4.3466 -2.7429
H -1.1863 -3.2706 0.0128
H -0.0502 3.3383 -2.1561
H 2.0403 2.2962 -0.8841
H -4.3035 0.6249 -0.8949
*
```

LUMO energy, eV: 3.07